# 1
This record from the OMol25 dataset describes the molecule C4H8N2O in a non-equilibrium geometry. The level of theory is ωB97M-V/def2-TZVPD.

Results
Energy relative to the best compared isomer or geometry (same formula, charge and spin): 48.57 kcal per mole
HOMO: -0.3654 hartree
Electronic energy: -341.926239 Eh
HOMO-LUMO gap: 10.7 eV
SMILES: C[C@H](O)[C@@H](N)C#N

Atoms and positions in Å:
C  1.082958  -0.999452  -0.369941
C  0.850393  0.340685  0.255467
O  1.122006  0.308216  1.644940
C  -0.726413  0.696526  0.043854
N  -1.311015  0.605622  -1.283790
C  -1.490300  -0.137960  0.970301
N  -2.094978  -0.720159  1.717998
H  0.593125  -1.824227  0.171832
H  2.166273  -1.304799  -0.473912
H  0.778344  -1.190176  -1.350174
H  1.375233  1.114172  -0.269262
H  1.435028  -0.607433  1.893779
H  -0.808889  1.695459  0.436963
H  -2.262896  0.957892  -1.387369
H  -0.708870  1.065634  -2.000685

Forces on the atoms, in the same order (eV/Å):
2.2 -1.9 0.8
-2.4 -1.2 -0.7
0.6 -0.8 -0.1
0.5 0.2 0.8
1.3 0.0 -1.5
1.5 1.5 -1.9
-1.7 -1.8 2.0
0.0 0.4 0.3
-0.8 0.6 0.7
-1.0 0.6 -1.7
0.6 0.6 0.1
-0.6 1.5 -0.5
0.0 0.7 0.4
0.5 0.0 0.5
-0.8 -0.5 0.9


# 2
This record from the OMol25 dataset describes a cluster of 6 separate species, C34H60I2N2O8 in total in a non-equilibrium geometry. The level of theory is ωB97M-V/def2-TZVPD.

Results
HOMO: -0.3162 hartree
Electronic energy: -2638.066322 Eh
HOMO-LUMO gap: 8.6 eV

Atoms and positions in Å:
C  -1.796955  -1.007336  -0.899367
N  -1.795555  0.447630  -0.777022
C  -1.616590  1.174539  0.410372
C  -1.379074  0.516825  1.736942
C  -2.759471  0.378389  2.530972
C  -3.285447  1.761791  3.210593
O  -3.827610  0.998781  1.928691
C  -1.676254  2.471963  0.006519
C  -1.506102  3.731063  0.842520
C  0.000347  3.861104  1.212402
C  0.918561  3.997917  -0.003794
I  2.968220  3.914090  0.736173
N  -1.882918  2.531147  -1.362352
C  -1.980316  3.751816  -2.212149
O  -2.913843  3.816552  -3.026541
O  -1.133001  4.627584  -2.050741
C  -1.940523  1.274900  -1.791428
C  -2.110683  0.867347  -3.230111
C  -0.681174  0.480183  -3.779372
C  -0.728008  -0.831352  -4.621140
I  1.029218  -2.019346  -4.273127
H  -2.087696  -1.488298  0.036650
H  -2.441810  -1.352513  -1.713162
H  -0.768865  -1.313041  -1.152510
H  -0.698693  1.059189  2.397167
H  -1.029389  -0.516903  1.617297
H  -2.916613  -0.545155  3.105488
H  -3.726262  2.662212  2.754878
H  -2.231569  2.164089  3.057203
H  -2.132302  3.649066  1.735668
H  -1.872608  4.594799  0.275603
H  0.140199  4.719694  1.881925
H  0.260974  2.946464  1.767523
H  0.798433  3.201186  -0.743411
H  0.827687  4.949773  -0.528717
H  -2.816683  0.036316  -3.342364
H  -2.438843  1.763420  -3.768621
H  -0.030040  0.337721  -2.905399
H  -0.239138  1.294626  -4.366101
H  -0.776793  -0.546942  -5.675658
H  -1.611132  -1.398881  -4.315450
C  4.581130  -1.008406  -6.934397
C  4.991048  -1.323090  -8.366364
C  3.661982  -1.720230  -8.990868
O  2.648072  -0.979381  -8.304611
C  3.214497  -0.374017  -7.136447
H  5.278687  -0.356636  -6.409457
H  4.484350  -1.935719  -6.362118
H  5.377278  -0.421633  -8.849415
H  5.748244  -2.102713  -8.446406
H  3.458576  -2.787256  -8.846851
H  3.614973  -1.499218  -10.058359
H  3.299401  0.703139  -7.320699
H  2.550644  -0.531344  -6.286457
C  6.692527  -5.881664  -4.833728
C  5.343854  -6.338585  -5.370941
C  4.410791  -5.280690  -4.810495
O  5.171408  -4.069619  -4.709880
C  6.559046  -4.367405  -4.903046
H  7.542937  -6.259884  -5.399876
H  6.805621  -6.200487  -3.794068
H  5.345900  -6.295402  -6.463734
H  5.068967  -7.348152  -5.070204
H  4.066239  -5.548349  -3.805360
H  3.537522  -5.111440  -5.443353
H  6.853544  -3.987402  -5.887879
H  7.151216  -3.855857  -4.143009
C  2.305497  -7.925592  -1.350252
C  1.518752  -8.948009  -2.156822
C  2.166158  -8.828037  -3.527206
O  3.532438  -8.457383  -3.306204
C  3.700281  -8.073040  -1.936547
H  2.276840  -8.096653  -0.274813
H  1.920579  -6.921320  -1.546725
H  1.684244  -9.948961  -1.750489
H  0.445571  -8.762284  -2.176164
H  1.693128  -8.039476  -4.122672
H  2.129033  -9.759539  -4.093323
H  4.262431  -8.864508  -1.429593
H  4.278836  -7.148963  -1.885056
C  -5.086007  5.533752  6.443630
C  -5.280843  4.133006  6.999403
C  -5.016769  3.268774  5.775456
O  -4.070055  3.981566  4.968336
C  -3.946425  5.322117  5.460536
H  -4.858827  6.280408  7.203917
H  -5.986354  5.851890  5.910564
H  -4.534310  3.934530  7.766043
H  -6.266670  3.964786  7.432484
H  -5.927111  3.125833  5.182993
H  -4.613025  2.288596  6.030004
H  -2.973478  5.412309  5.956500
H  -3.975991  6.022107  4.623643
C  -2.513786  5.257315  11.570328
C  -3.484794  6.428672  11.554937
C  -3.952580  6.426607  10.108223
O  -3.905943  5.065739  9.662306
C  -3.190635  4.279360  10.623050
H  -2.343936  4.839426  12.561789
H  -1.549276  5.568675  11.161326
H  -4.326330  6.222214  12.221012
H  -3.037762  7.375360  11.855564
H  -3.281696  7.014640  9.472329
H  -4.966516  6.812848  9.993409
H  -3.914755  3.650714  11.152309
H  -2.480048  3.631555  10.107741

Forces on the atoms, in the same order (eV/Å):
0.9 -0.2 -0.3
-0.3 -0.9 0.9
0.4 0.1 -0.8
-1.8 -0.5 0.7
-1.5 0.8 0.0
1.8 -0.2 -0.9
2.5 -1.1 -0.6
0.1 1.5 1.0
0.2 -0.4 -0.6
-0.5 0.1 0.0
0.2 0.1 0.3
-0.3 0.0 -0.3
0.2 -1.4 1.1
-0.9 3.1 -2.5
0.0 -1.8 0.8
0.9 -0.9 1.4
-1.0 0.2 -1.7
1.3 0.6 -0.1
-0.2 -0.7 0.3
0.0 1.2 0.5
-0.4 0.0 -0.1
-0.1 0.2 -0.2
0.0 0.3 0.3
-0.3 -0.2 0.1
0.1 -0.1 -0.4
0.3 0.4 -0.1
-0.1 0.4 -0.2
-1.3 0.1 2.0
-0.6 0.3 -0.8
0.3 0.1 -0.1
0.3 -0.2 0.1
0.0 -0.2 -0.1
0.1 0.4 -0.1
0.2 0.1 0.3
0.0 -0.2 0.2
0.1 0.3 0.1
-0.4 -0.4 0.2
0.0 0.0 -0.3
-0.2 -0.2 0.2
0.0 -0.5 0.1
0.4 -0.2 -0.3
0.0 -0.2 0.1
0.1 0.2 -0.1
-0.1 -0.2 0.0
0.2 0.0 0.1
0.0 0.3 -0.1
0.0 0.0 0.0
0.0 0.0 0.0
0.0 0.0 0.0
0.0 0.0 0.0
0.1 0.0 -0.1
-0.1 0.0 0.0
0.0 0.0 0.1
0.0 0.0 -0.1
0.0 0.0 0.2
0.0 -0.1 -0.3
-0.1 0.0 0.2
0.1 -0.1 0.0
0.0 0.1 -0.2
0.0 0.0 0.0
0.0 0.0 0.0
0.0 0.0 0.0
0.0 0.0 0.1
-0.1 -0.1 0.0
0.0 0.1 0.0
0.1 0.0 0.0
-0.1 0.1 0.0
-0.1 0.2 0.0
0.0 -0.2 0.1
0.0 0.2 -0.2
-0.2 0.0 0.2
0.2 -0.2 0.0
0.0 0.0 0.0
0.0 0.0 0.0
0.0 0.0 0.0
0.0 0.0 0.0
-0.1 0.0 0.0
0.1 0.0 0.0
0.0 0.1 0.1
0.0 0.0 -0.1
-0.2 0.1 -0.1
0.2 -0.2 0.0
-0.2 0.0 -0.2
0.0 0.3 0.2
0.2 -0.1 0.1
0.0 0.0 0.0
0.0 0.0 0.0
0.0 0.0 0.0
0.0 0.0 0.0
0.0 -0.1 0.0
0.1 0.0 -0.1
0.0 0.1 0.0
0.0 -0.1 -0.1
0.2 0.0 -0.1
-0.2 0.0 0.1
0.1 0.1 -0.2
0.2 0.1 0.3
-0.2 -0.1 0.0
0.0 0.0 0.0
0.0 0.0 0.0
0.0 0.0 0.0
0.0 0.0 0.0
0.0 0.1 0.0
0.0 -0.1 -0.1
0.1 0.0 0.0
-0.1 0.0 -0.1


Question: Among the records above, which one has the lowest HOMO?
Answer: C4H8N2O


Question: Which of these has the lowest HOMO-LUMO gap?
Answer: C34H60I2N2O8


Question: Among the records above, which one has the highest HOMO?
Answer: C34H60I2N2O8


Question: Which of these has the lowest HOMO?
Answer: C4H8N2O